Formula: C3H3Br2NO2
Source: the Open Molecules 2025 dataset
Level of theory: the ωB97M-V functional and the def2-TZVPD basis

Computed properties:
- E_HOMO (hartree) = -0.3995
- E (eV) = -148828.4368
- LUMO energy (Ha) = -0.014

Last columns: bonded neighbours and bond lengths (Å).
CARTESIAN COORDINATES (ANGSTROEM)
1 C -0.44831 -1.75116 -0.04187  C2 1.392, N4 1.170
2 C -0.48268 -0.53360 0.63161  C1 1.392, C3 1.643, Br7 1.996, H9 1.041
3 C 0.62208 0.53505 0.05136  C2 1.643, O5 1.411, O6 1.357, Br8 1.982
4 N -0.34977 -2.66265 -0.76887  C1 1.170
5 O 0.48375 0.75096 -1.33657  C3 1.411, H10 1.048
6 O 0.44129 1.75467 0.61725  C3 1.357, H11 0.913
7 Br -2.19788 0.44096 0.32891  C2 1.996
8 Br 2.41765 -0.11850 0.57938  C3 1.982
9 H -0.31317 -0.66760 1.64978  C2 1.041
10 H -0.05450 -0.01014 -1.81485  O5 1.048
11 H -0.11847 2.26201 0.10388  O6 0.913

Atom charges from the Mulliken analysis, given in e for atoms 1 to 4:
1 C 0.4045
2 C -0.4278
3 C 0.3158
4 N -0.3985